The following is a quantum chemistry calculation of 2 unconnected molecules or ions with the total composition C5H12S3, from the OMol25 dataset.

Each atom is followed by the atoms it is bonded to, with distances in Å.
Geometry (Å):
1 C 2.043 -2.563 4.357  C2 1.520, C5 1.520, H6 1.107, H7 1.107
2 C 1.367 -1.221 4.128  C1 1.520, S3 1.819, H8 1.107, H9 1.107
3 S -0.382 -1.523 3.728  C2 1.819, S4 2.111
4 S -0.065 -3.433 2.888  S3 2.111, C5 1.819
5 C 1.735 -3.439 3.153  C1 1.520, S4 1.819, H10 1.107, H11 1.107
6 H 1.654 -3.034 5.281  C1 1.107
7 H 3.135 -2.435 4.479  C1 1.107
8 H 1.386 -0.573 5.026  C2 1.107
9 H 1.853 -0.666 3.303  C2 1.107
10 H 2.251 -3.066 2.247  C5 1.107
11 H 2.036 -4.493 3.302  C5 1.107
12 C -0.995 1.127 -0.096  C13 1.522, H15 1.103, H16 1.103, H17 1.103
13 C 0.453 1.096 0.372  C12 1.522, S14 1.820, H18 1.107, H19 1.107
14 S 1.352 -0.401 -0.140  C13 1.820, H20 1.350
15 H -1.046 1.041 -1.195  C12 1.103
16 H -1.472 2.074 0.205  C12 1.103
17 H -1.561 0.291 0.349  C12 1.103
18 H 1.029 1.926 -0.081  C13 1.107
19 H 0.522 1.201 1.472  C13 1.107
20 H 0.562 -1.279 0.513  S14 1.350

Results
charge	0
E	-1392.26443	Eh
structure (SMILES)	C1CSSC1.CCS
E_LUMO	0.6	eV
energy above the lowest of the compared OMol25 structures with the same formula, charge and spin	0.0	kJ/mol

natural (NBO) atomic charge list, values in e, 4 entries: atom 1 (C): -0.43, atom 2 (C): -0.53, atom 3 (S): 0.06, atom 4 (S): 0.07